# 1
{
  "formula": "C34H75NO6",
  "method": "ωB97M-V with the def2-TZVPD basis set",
  "smiles": "COCCCCCCCOC(=O)OCON=O.CCCCCC.CCCCCC.CCCCCC.CCCCCC",
  "e_lumo_ev": -0.4,
  "gap_ev": 9.618,
  "elements": ["C", "O", "C", "C", "C", "C", "C", "C", "C", "O", "C", "O", "O", "C", "O", "N", "O", "H", "H", "H", "H", "H", "H", "H", "H", "H", "H", "H", "H", "H", "H", "H", "H", "H", "H", "H", "C", "C", "C", "C", "C", "C", "H", "H", "H", "H", "H", "H", "H", "H", "H", "H", "H", "H", "H", "H", "C", "C", "C", "C", "C", "C", "H", "H", "H", "H", "H", "H", "H", "H", "H", "H", "H", "H", "H", "H", "C", "C", "C", "C", "C", "C", "H", "H", "H", "H", "H", "H", "H", "H", "H", "H", "H", "H", "H", "H", "C", "C", "C", "C", "C", "C", "H", "H", "H", "H", "H", "H", "H", "H", "H", "H", "H", "H", "H", "H"],
  "coordinates": [[-0.55077, 3.09486, 6.53486], [0.42825, 3.00183, 5.51414], [0.84531, 4.24629, 4.95705], [0.02197, 4.73099, 3.73934], [-1.26851, 3.95885, 3.44270], [-1.00249, 2.63105, 2.70310], [-1.91008, 1.45415, 3.09876], [-1.19141, 0.09872, 3.17348], [0.09251, 0.15506, 3.99078], [1.25679, 0.11940, 3.11997], [2.29107, 0.89126, 3.51452], [2.46946, 1.99292, 3.11381], [3.18393, 0.27196, 4.33371], [2.75492, 0.07484, 5.66612], [3.95732, 0.03063, 6.41496], [3.80076, 0.56167, 7.75090], [2.86377, 0.14499, 8.29519], [-0.10696, 2.85551, 7.50569], [-0.99580, 4.09178, 6.57246], [-1.35729, 2.38686, 6.32397], [0.85218, 4.99887, 5.75250], [1.88127, 4.09563, 4.65312], [0.65680, 4.67735, 2.85113], [-0.21675, 5.78581, 3.89863], [-1.86873, 3.79272, 4.34052], [-1.88136, 4.59467, 2.79762], [0.05035, 2.37361, 2.81729], [-1.14470, 2.81598, 1.63586], [-2.71761, 1.36714, 2.36616], [-2.40073, 1.63879, 4.06023], [-0.99099, -0.31463, 2.18207], [-1.85321, -0.61939, 3.66678], [0.11695, 1.08867, 4.55499], [0.16021, -0.66976, 4.70442], [2.20572, -0.86464, 5.75512], [2.13821, 0.92001, 5.99351], [0.32437, 3.49982, -3.97436], [0.60780, 2.06657, -3.53679], [-0.36688, 1.54728, -2.48127], [-0.35721, 2.32204, -1.16153], [1.00347, 2.39040, -0.46911], [1.54785, 1.02101, -0.08500], [0.41129, 4.20007, -3.14201], [1.02678, 3.82004, -4.74502], [-0.68445, 3.58896, -4.38384], [1.63420, 1.99405, -3.16598], [0.55458, 1.41027, -4.40969], [-0.14778, 0.49304, -2.28733], [-1.38185, 1.57141, -2.89186], [-1.07801, 1.85260, -0.48249], [-0.72360, 3.33912, -1.33087], [0.90819, 2.99854, 0.43391], [1.72540, 2.90938, -1.10688], [0.86373, 0.49881, 0.58517], [2.50355, 1.12027, 0.43094], [1.71222, 0.39348, -0.96361], [0.39225, -2.44285, -0.68814], [0.66073, -3.10025, -2.03788], [-0.52072, -3.00394, -3.00231], [-1.79897, -3.69157, -2.52063], [-1.65643, -5.18006, -2.20839], [-1.25743, -6.01877, -3.41808], [-0.43678, -2.92089, -0.16272], [1.26953, -2.50235, -0.04219], [0.14688, -1.38778, -0.81965], [0.94278, -4.14623, -1.88786], [1.52535, -2.61806, -2.50237], [-0.22440, -3.41638, -3.97079], [-0.74474, -1.94717, -3.18278], [-2.57207, -3.56521, -3.28611], [-2.17417, -3.17787, -1.63053], [-2.61294, -5.54517, -1.82358], [-0.92990, -5.32714, -1.40425], [-1.99229, -5.91657, -4.22000], [-1.19329, -7.07612, -3.15755], [-0.28522, -5.72067, -3.81363], [7.74676, 0.53109, -1.70302], [6.33033, 1.07837, -1.84572], [6.27002, 2.60308, -1.92552], [6.80061, 3.33378, -0.68985], [6.10685, 2.95863, 0.61896], [4.61521, 3.27385, 0.62780], [8.22332, 0.87959, -0.78546], [7.74430, -0.55942, -1.67571], [8.37039, 0.84289, -2.54397], [5.71566, 0.72240, -1.01405], [5.87929, 0.66631, -2.75254], [5.23576, 2.90572, -2.11196], [6.84166, 2.93575, -2.79817], [6.69372, 4.41111, -0.85314], [7.87425, 3.15156, -0.58885], [6.59230, 3.49780, 1.43667], [6.25433, 1.89543, 0.82928], [4.44156, 4.33927, 0.45606], [4.16588, 3.00889, 1.58513], [4.08439, 2.71800, -0.14722], [-8.06566, -5.31274, -4.63643], [-7.01190, -4.21074, -4.59595], [-5.80823, -4.55111, -3.71918], [-6.12322, -4.77368, -2.23913], [-6.79744, -3.59251, -1.54297], [-5.94354, -2.32828, -1.53375], [-8.48453, -5.50774, -3.64792], [-8.89259, -5.03995, -5.29330], [-7.63729, -6.24599, -5.00869], [-7.47156, -3.27787, -4.25741], [-6.65648, -4.02134, -5.61211], [-5.06310, -3.75622, -3.81431], [-5.33183, -5.45617, -4.11081], [-5.18793, -5.00324, -1.71751], [-6.75319, -5.66054, -2.12811], [-7.02010, -3.87958, -0.51194], [-7.76175, -3.38017, -2.01306], [-4.98855, -2.50837, -1.03433], [-6.44882, -1.51828, -1.00580], [-5.73101, -1.97611, -2.54437]],
  "atomic_forces_ev_per_a": [[-0.1, 0.0, -0.1], [-0.1, 0.0, 0.0], [0.2, -0.1, -0.1], [-0.1, 0.0, 0.2], [0.0, 0.0, -0.3], [-0.2, 0.1, 0.0], [0.0, -0.1, -0.2], [-0.1, -0.1, 0.2], [-0.1, 0.1, 0.1], [-0.1, -0.1, 0.2], [-0.2, -0.3, 0.0], [0.2, 0.5, -0.2], [0.1, 0.0, 0.2], [-0.1, -0.4, 0.0], [-0.1, 0.7, 0.1], [0.5, -0.7, -0.1], [-0.3, 0.4, -0.1], [0.0, 0.1, 0.0], [0.0, 0.0, 0.1], [0.1, 0.0, 0.0], [-0.1, 0.0, 0.0], [0.0, 0.0, 0.0], [0.0, 0.1, 0.0], [0.0, 0.0, -0.1], [0.1, 0.0, 0.1], [-0.1, 0.0, 0.1], [0.0, -0.1, 0.1], [0.2, 0.0, 0.0], [-0.1, 0.0, 0.1], [0.1, 0.1, 0.0], [0.2, 0.1, 0.0], [-0.1, 0.0, -0.1], [0.0, 0.0, 0.0], [0.0, -0.1, -0.2], [0.0, 0.0, 0.0], [0.0, -0.1, 0.1], [0.0, 0.0, 0.0], [0.0, 0.0, 0.0], [0.0, 0.0, 0.0], [0.0, 0.0, 0.0], [0.0, 0.0, 0.0], [0.1, 0.1, -0.1], [0.0, 0.0, 0.0], [0.0, 0.0, 0.0], [0.0, 0.0, 0.0], [0.0, 0.0, 0.0], [0.0, 0.0, 0.0], [0.0, 0.0, 0.0], [0.0, 0.0, 0.0], [0.0, 0.0, 0.0], [0.0, 0.0, 0.0], [0.0, 0.0, 0.0], [0.0, 0.0, 0.0], [0.0, 0.0, 0.0], [0.0, 0.0, 0.0], [0.0, 0.0, 0.0], [0.0, -0.1, 0.0], [0.0, 0.1, 0.0], [0.0, 0.0, 0.0], [-0.1, 0.0, 0.0], [0.0, 0.0, -0.1], [0.0, 0.0, 0.1], [0.0, 0.0, 0.0], [0.0, 0.0, 0.0], [0.0, 0.0, 0.0], [0.0, 0.0, 0.0], [0.0, 0.0, 0.0], [0.0, 0.0, 0.0], [0.0, 0.0, 0.0], [0.0, 0.0, 0.0], [0.0, 0.0, 0.0], [0.0, 0.0, 0.0], [0.0, 0.0, 0.0], [0.0, 0.0, 0.0], [0.0, 0.0, 0.0], [0.0, 0.0, 0.0], [0.0, 0.0, 0.0], [0.0, 0.0, 0.0], [0.0, 0.0, 0.0], [0.0, 0.0, 0.0], [0.0, 0.1, 0.0], [0.0, 0.0, 0.1], [0.0, 0.0, 0.0], [0.0, 0.0, 0.0], [0.0, 0.0, 0.0], [0.0, 0.0, 0.0], [0.0, 0.0, 0.0], [0.0, 0.0, 0.0], [0.0, 0.0, 0.0], [0.0, 0.0, 0.0], [0.0, 0.0, 0.0], [0.0, 0.0, 0.0], [0.0, 0.0, 0.0], [0.0, 0.0, 0.0], [0.0, 0.0, 0.0], [0.0, 0.0, 0.0], [0.0, 0.1, 0.0], [0.0, 0.0, 0.0], [0.1, 0.0, 0.0], [0.0, 0.0, 0.0], [0.1, 0.0, 0.0], [-0.1, 0.0, 0.0], [0.0, 0.0, 0.0], [0.0, 0.0, 0.0], [0.0, 0.0, 0.0], [0.0, 0.0, 0.0], [0.0, 0.0, 0.0], [0.0, 0.0, 0.0], [0.0, 0.0, 0.0], [0.0, 0.0, 0.0], [0.0, 0.0, 0.0], [0.0, 0.0, 0.0], [0.0, 0.0, 0.0], [0.0, 0.0, 0.0], [0.0, 0.0, 0.0], [0.0, 0.0, 0.0]],
  "lowdin_charge": [-0.0976, -0.2417, -0.1969, -0.1547, -0.1838, -0.1811, -0.1777, -0.1507, -0.1517, 0.0133, -0.5612, 0.1768, 0.0712, -0.2056, -0.0632, 0.0136, 0.0795, 0.0885, 0.0915, 0.0819, 0.1155, 0.1108, 0.1077, 0.1057, 0.0930, 0.1095, 0.0844, 0.0950, 0.1097, 0.1022, 0.1131, 0.1118, 0.1019, 0.1215, 0.1335, 0.1301, -0.1108, -0.2663, -0.2226, -0.2225, -0.2525, -0.0956, 0.0645, 0.0685, 0.0743, 0.0966, 0.1041, 0.0807, 0.1115, 0.0995, 0.1039, 0.0914, 0.0963, 0.0582, 0.0568, 0.0664, -0.1080, -0.2595, -0.2222, -0.2284, -0.2652, -0.1072, 0.0675, 0.0766, 0.0452, 0.0986, 0.1048, 0.1026, 0.1015, 0.0993, 0.0966, 0.0931, 0.0992, 0.0722, 0.0693, 0.0654, -0.1124, -0.2717, -0.2295, -0.2287, -0.2618, -0.1016, 0.0646, 0.0681, 0.0740, 0.0963, 0.1029, 0.0974, 0.1083, 0.1081, 0.0996, 0.1048, 0.0996, 0.0809, 0.0543, 0.0478, -0.1116, -0.2688, -0.2323, -0.2251, -0.2665, -0.1082, 0.0646, 0.0684, 0.0746, 0.0983, 0.1044, 0.0888, 0.1089, 0.0978, 0.1017, 0.1040, 0.0980, 0.0677, 0.0682, 0.0661]
}


# 2
{
  "formula": "C27H56BrN4O10P2SiZr",
  "method": "ωB97M-V with the def2-TZVPD basis set",
  "total_charge": 1,
  "e_lumo_ev": -2.7,
  "gap_ev": 8.416,
  "elements": ["Zr", "C", "C", "N", "C", "C", "N", "C", "C", "N", "H", "H", "H", "H", "H", "H", "H", "H", "H", "H", "H", "H", "H", "H", "H", "O", "P", "O", "O", "O", "P", "O", "O", "O", "H", "H", "C", "O", "C", "C", "C", "C", "C", "C", "O", "C", "O", "C", "H", "H", "H", "H", "H", "H", "H", "H", "H", "C", "C", "C", "C", "Si", "Br", "C", "C", "C", "C", "C", "C", "C", "C", "H", "H", "H", "H", "H", "H", "H", "H", "H", "H", "H", "H", "H", "H", "H", "H", "H", "H", "H", "H", "H", "H", "H", "H", "H", "H", "H", "N", "H", "H", "H"],
  "coordinates": [[1.53631, 1.50942, 0.67218], [2.96498, 0.56999, 3.69882], [1.76688, -0.34090, 3.52524], [1.56968, -0.75103, 2.13958], [2.42106, -1.82646, 1.64434], [3.76320, -1.26955, 1.20981], [3.59543, -0.01834, 0.45072], [4.71333, 0.89378, 0.70256], [4.53812, 1.58834, 2.05915], [3.13420, 1.52485, 2.57812], [3.87633, -0.01861, 3.79244], [2.86901, 1.11218, 4.64240], [0.85591, 0.16374, 3.84404], [1.89448, -1.20696, 4.18787], [0.59253, -0.97846, 2.01210], [1.91762, -2.27653, 0.78943], [2.57061, -2.61701, 2.38908], [4.31276, -2.01155, 0.62411], [4.38707, -1.05915, 2.07711], [3.55140, -0.20951, -0.54566], [4.73222, 1.62654, -0.09868], [5.67057, 0.35999, 0.68555], [4.81520, 2.63408, 1.94886], [5.20351, 1.15740, 2.80986], [2.92991, 2.45659, 2.92088], [1.48007, 4.67583, -0.72247], [3.01954, 4.18157, -0.68428], [3.99145, 5.24678, -0.50163], [2.94730, 3.03358, 0.33908], [3.19002, 3.40681, -2.08327], [2.22910, 2.21672, -2.58179], [3.15422, 1.43161, -3.59514], [0.94313, 2.70819, -3.10266], [2.15576, 1.26794, -1.37895], [1.34657, 5.43223, -1.30522], [3.42459, 1.93297, -4.37150], [-4.28428, -0.69486, 4.05825], [-4.07451, 0.63685, 4.51097], [-3.01276, 1.30932, 4.05342], [-2.88702, 2.62860, 4.54873], [-1.85472, 3.40555, 4.12514], [-0.89168, 2.92693, 3.20071], [0.20244, 3.73650, 2.77213], [0.35241, 5.15193, 3.25905], [1.09556, 3.32884, 1.99083], [-1.01834, 1.59584, 2.72405], [-0.16622, 1.08023, 1.88275], [-2.08937, 0.79551, 3.16272], [-5.18075, -1.03972, 4.56368], [-3.44199, -1.33498, 4.32847], [-4.43931, -0.71542, 2.97715], [-3.62588, 2.98619, 5.25078], [-1.76877, 4.41203, 4.50842], [0.61986, 5.15840, 4.31753], [-0.57552, 5.71209, 3.15674], [1.14044, 5.63510, 2.68802], [-2.16677, -0.20333, 2.75805], [-1.87570, -4.77725, -2.76196], [-0.86812, -3.88536, -2.01431], [0.50527, -4.08233, -2.67148], [-0.75229, -4.39454, -0.57000], [-1.39162, -2.04513, -2.15712], [-0.11191, -0.97506, -0.49384], [-0.83315, -1.20584, -3.78346], [-1.43501, 0.20298, -3.91765], [0.69434, -1.03126, -3.84053], [-1.26913, -2.03752, -4.99847], [-3.19328, -1.64390, -1.60225], [-3.65953, -2.55261, -0.45620], [-4.16100, -1.83937, -2.78296], [-3.34349, -0.20282, -1.08609], [-1.51313, -5.80845, -2.74874], [-1.99871, -4.49293, -3.80921], [-2.85834, -4.77941, -2.29208], [0.82809, -5.11461, -2.51546], [1.26942, -3.43017, -2.24090], [0.48405, -3.91006, -3.74746], [-0.35850, -5.41391, -0.59612], [-1.70272, -4.43082, -0.04811], [-0.05943, -3.79925, 0.02883], [-1.12448, 0.86315, -3.10483], [-2.52178, 0.20534, -3.98036], [-1.05980, 0.65436, -4.83897], [1.07136, -0.43620, -3.00671], [0.94386, -0.49744, -4.76056], [1.23457, -1.97807, -3.85765], [-2.34653, -2.20789, -5.03928], [-0.76758, -3.00588, -5.03747], [-0.99422, -1.49834, -5.90853], [-3.75510, -3.59534, -0.74871], [-4.64841, -2.21971, -0.12764], [-2.99027, -2.49689, 0.40618], [-4.10656, -2.83984, -3.21299], [-3.99282, -1.11841, -3.58256], [-5.18581, -1.69678, -2.43044], [-2.82719, -0.07389, -0.13035], [-4.40330, -0.00650, -0.90181], [-2.98621, 0.55330, -1.77981], [-0.27246, 2.38951, -0.49131], [-0.47994, 3.31909, -0.13324], [-1.06761, 1.77470, -0.33530], [-0.11270, 2.50268, -1.50180]],
  "atomic_forces_ev_per_a": [[1.2, -0.4, 1.0], [0.2, 0.1, 0.1], [-0.2, -0.2, 0.3], [0.0, 0.3, -0.4], [0.1, -0.1, 0.0], [0.0, 0.0, 0.0], [-0.3, 0.1, -0.1], [0.3, 0.1, -0.1], [0.0, 0.1, 0.2], [0.1, 0.3, -0.3], [0.0, 0.0, 0.0], [0.0, 0.0, 0.0], [0.1, 0.0, 0.0], [0.0, 0.0, 0.0], [0.0, -0.1, 0.0], [0.0, 0.0, 0.0], [0.0, 0.0, 0.0], [0.0, 0.0, 0.0], [0.0, 0.0, 0.0], [0.0, 0.0, 0.0], [0.0, 0.0, 0.0], [-0.1, 0.0, 0.0], [0.0, 0.0, 0.0], [0.0, 0.0, 0.0], [-0.1, 0.0, 0.0], [0.2, 0.0, 0.0], [-0.5, 0.0, 0.5], [0.2, -0.1, -0.1], [-0.5, 0.0, 0.1], [0.2, 0.3, -0.5], [0.0, -0.2, 0.3], [0.1, 0.0, 0.0], [0.0, 0.0, -0.1], [-0.6, -0.4, 0.3], [0.1, 0.1, -0.1], [-0.1, 0.1, -0.1], [0.0, 0.0, 0.0], [0.0, 0.0, 0.0], [0.0, 0.0, 0.0], [0.0, 0.0, 0.0], [0.0, -0.1, 0.0], [0.0, -0.1, 0.0], [0.0, 0.1, 0.0], [0.0, 0.0, 0.0], [-0.1, -0.1, -0.1], [-0.1, 0.1, -0.1], [0.1, 0.0, -0.4], [0.0, 0.1, -0.1], [0.0, 0.0, 0.0], [0.0, 0.0, 0.0], [0.0, 0.0, 0.0], [0.0, 0.0, 0.0], [0.0, 0.0, 0.0], [0.0, 0.0, 0.0], [0.0, 0.0, 0.0], [0.0, 0.0, 0.0], [0.0, 0.0, 0.0], [-0.1, 0.0, 0.0], [0.0, 0.1, 0.0], [0.1, 0.0, 0.0], [0.1, 0.0, 0.0], [-0.1, 0.1, 0.0], [-0.3, -0.3, -0.3], [0.0, 0.1, 0.2], [0.0, 0.0, 0.0], [0.1, 0.0, 0.0], [0.0, -0.1, 0.0], [0.1, 0.0, 0.0], [0.1, 0.0, 0.1], [0.1, 0.0, -0.1], [0.0, 0.0, 0.1], [0.0, 0.0, 0.0], [0.0, 0.0, 0.0], [0.0, 0.0, 0.0], [0.0, 0.0, 0.0], [0.0, 0.0, 0.0], [0.0, 0.0, 0.1], [0.0, 0.0, 0.0], [-0.2, 0.1, 0.0], [0.0, 0.0, -0.1], [0.0, 0.0, 0.0], [0.0, 0.0, 0.0], [0.0, 0.0, 0.0], [0.0, -0.1, -0.1], [0.0, 0.0, 0.0], [-0.1, 0.1, 0.0], [0.0, 0.0, 0.0], [-0.1, 0.1, 0.0], [0.0, 0.0, 0.0], [0.0, -0.1, 0.0], [0.0, 0.0, 0.0], [0.0, 0.0, 0.0], [0.0, -0.1, 0.0], [0.0, 0.0, 0.0], [0.0, 0.0, 0.0], [0.0, 0.0, -0.1], [0.0, 0.0, 0.0], [0.0, 0.0, -0.1], [0.0, 0.2, -0.1], [-0.1, -0.1, 0.0], [0.0, 0.1, 0.0], [0.0, 0.0, 0.0]],
  "nbo_charge": [2.3784, -0.2355, -0.2323, -0.6557, -0.2313, -0.2372, -0.6723, -0.2302, -0.2344, -0.6834, 0.1991, 0.2197, 0.2225, 0.2002, 0.4210, 0.2230, 0.1992, 0.2178, 0.1947, 0.4212, 0.2427, 0.1978, 0.2474, 0.1964, 0.4202, -1.0038, 2.5893, -1.0690, -1.2131, -1.0899, 2.5918, -0.9839, -1.1211, -1.2203, 0.5201, 0.5212, -0.2584, -0.4656, 0.4020, -0.3186, -0.0476, -0.3730, 0.6238, -0.7113, -0.7093, 0.5240, -0.8640, -0.4392, 0.2159, 0.1828, 0.1839, 0.2409, 0.2142, 0.2465, 0.2420, 0.2550, 0.2305, -0.6130, -0.6135, -0.6081, -0.6037, 2.0599, -0.3640, -0.6216, -0.6032, -0.6111, -0.6114, -0.5937, -0.6111, -0.6149, -0.6148, 0.2210, 0.2187, 0.2116, 0.2163, 0.2107, 0.2135, 0.2139, 0.2152, 0.2063, 0.2131, 0.2049, 0.2240, 0.2196, 0.2175, 0.2136, 0.2150, 0.2098, 0.2217, 0.2136, 0.2129, 0.2074, 0.2165, 0.2156, 0.2182, 0.2058, 0.2150, 0.2172, -1.1294, 0.4157, 0.4115, 0.4530]
}